## P
Formula: CH2O2S
Source: OMol25
Level of theory: the ωB97M-V functional and the def2-TZVPD basis

```
! RIJCOSX wB97M-V def2-TZVPD def2/J DEFGRID3
* xyz 0 1
C -1.013 -0.569 0.527
O -1.048 -0.124 -0.940
O 1.124 0.964 -0.278
S -0.436 0.960 0.061
H -0.131 -1.263 0.905
H 1.504 0.032 -0.275
*
```

Output
Frontier orbital gap: 8.66 eV
Highest occupied orbital energy: -0.3049 hartree


## Q
Formula: CH2O2S
Source: OMol25
Level of theory: the ωB97M-V functional and the def2-TZVPD basis

```
! RIJCOSX wB97M-V def2-TZVPD def2/J DEFGRID3
* xyz 0 1
O -0.281 -1.152 -0.050
C 0.506 -0.035 -0.097
O -0.167 1.130 0.000
S 2.186 -0.050 -0.013
H -1.136 -0.918 0.324
H -1.109 1.025 -0.164
*
```

Output
SMILES string: OC(O)=S
Frontier orbital gap: 8.88 eV
Highest occupied orbital energy: -0.3293 hartree


## R
Formula: CH2O2S
Source: OMol25
Level of theory: the ωB97M-V functional and the def2-TZVPD basis

```
! RIJCOSX wB97M-V def2-TZVPD def2/J DEFGRID3
* xyz 0 1
C -0.080 -0.589 0.616
O -0.603 1.274 -0.626
O 0.520 0.801 -1.202
S 1.037 -0.584 -0.514
H -0.114 -1.221 1.519
H -0.759 0.320 0.206
*
```

Output
Frontier orbital gap: 8.59 eV
Highest occupied orbital energy: -0.3424 hartree


## S
Formula: CH2O2S
Source: OMol25
Level of theory: the ωB97M-V functional and the def2-TZVPD basis

```
! RIJCOSX wB97M-V def2-TZVPD def2/J DEFGRID3
* xyz 0 1
O 1.096 0.810 0.355
C 0.171 0.195 -0.029
O 0.167 -0.694 -1.109
S -1.436 0.054 0.411
H 1.107 -1.034 -1.202
H -1.105 0.669 1.573
*
```

Output
SMILES string: O=C(O)S
Frontier orbital gap: 10.95 eV
Highest occupied orbital energy: -0.3819 hartree


Result of the stability comparison: S is the most stable of them.